(1)
A structure of composition C30H51NOP3Sm. Source: OMol25; level of theory: ωB97M-V/def2-TZVPD.

Structure (ORCA input):
```
! wB97M-V def2-TZVPD RIJCOSX def2/J DEFGRID3
* xyz 2 6
Sm 0.81 0.87 0.11
P -0.99 2.75 -1.07
P 2.83 -1.01 -0.62
N 0.14 -0.05 -1.99
C -1.52 1.82 -2.58
H -2.63 1.86 -2.61
H -1.18 2.40 -3.46
C -1.12 0.36 -2.73
H -1.87 -0.33 -2.28
H -1.00 0.11 -3.81
C 0.65 -1.38 -2.53
H 0.53 -1.38 -3.64
H -0.09 -2.08 -2.08
C 2.09 -1.73 -2.16
H 2.76 -1.47 -3.00
H 2.14 -2.83 -2.05
C 2.76 -2.36 0.67
C 2.90 -1.77 2.08
H 2.52 -2.51 2.80
H 2.32 -0.85 2.24
H 3.96 -1.56 2.32
C 4.57 -0.53 -0.99
C 5.25 0.09 0.25
H 6.19 0.55 -0.07
H 5.48 -0.67 1.01
H 4.64 0.88 0.71
C -0.48 4.45 -1.56
C -0.02 5.27 -0.35
H 0.46 6.18 -0.71
H 0.72 4.72 0.26
H -0.86 5.56 0.29
C -2.48 2.79 0.06
C -2.06 3.09 1.51
H -2.85 2.73 2.18
H -1.93 4.17 1.66
H -1.12 2.59 1.81
C 2.15 2.38 1.65
C 5.43 -1.61 -1.64
H 5.63 -2.45 -0.97
H 4.98 -2.00 -2.57
H 6.39 -1.17 -1.91
C -1.49 5.20 -2.43
H -1.03 6.15 -2.75
H -1.77 4.65 -3.34
H -2.40 5.46 -1.89
C -3.61 3.70 -0.41
H -4.51 3.47 0.18
H -3.38 4.76 -0.23
H -3.87 3.57 -1.46
C 3.72 -3.51 0.44
H 4.76 -3.25 0.71
H 3.44 -4.35 1.09
H 3.71 -3.89 -0.59
H 1.73 -2.76 0.56
H -2.85 1.75 0.01
H 4.42 0.28 -1.73
H 0.40 4.24 -2.19
O 2.74 3.05 2.41
H 0.77 0.54 -2.43
H 1.87 1.82 -1.10
C -0.91 -0.40 3.17
P -1.08 -0.95 1.43
C -0.79 -2.76 1.54
C -0.31 -3.36 2.73
C -0.01 -4.74 2.74
C -0.20 -5.53 1.61
C -0.68 -4.93 0.43
C -0.96 -3.55 0.39
C -2.88 -0.80 1.12
C -3.41 -1.24 -0.10
C -4.76 -1.07 -0.41
C -5.60 -0.44 0.50
C -5.10 0.02 1.71
C -3.75 -0.16 2.03
H 0.13 -0.51 3.50
H -1.56 -1.02 3.80
H -1.21 0.65 3.26
H -0.18 -2.78 3.63
H 0.37 -5.18 3.67
H 0.02 -6.58 1.63
H -0.84 -5.53 -0.47
H -1.32 -3.11 -0.54
H -2.75 -1.75 -0.84
H -5.15 -1.45 -1.36
H -6.67 -0.31 0.26
H -5.75 0.53 2.43
H -3.38 0.18 3.01
*
```

Calculated values
**E_LUMO (spin up / spin down)**: -6.642 / -6.514 eV
**HOMO level (spin up / spin down)**: -13.82 / -13.83 eV
**Frontier orbital gap (spin up / spin down)**: 7.2 / 7.3 eV



(2)
A cluster of 6 separate species, C34H64N2O16 in total. Source: OMol25; level of theory: ωB97M-V/def2-TZVPD.

Structure (ORCA input):
```
! wB97M-V def2-TZVPD RIJCOSX def2/J DEFGRID3
* xyz 0 1
C 10.54 0.62 2.96
C 9.43 0.70 1.74
C 8.57 -0.72 1.72
C 6.95 -0.49 2.00
C 6.10 -0.41 0.57
C 4.60 -1.12 0.74
C 3.38 -0.12 0.24
C 1.97 -0.89 -0.07
C 0.83 -0.69 1.14
C -0.30 -1.86 0.88
C -1.64 -1.76 1.81
C -2.75 -2.80 1.13
N -3.54 -3.66 0.54
C -1.34 -2.36 3.33
C -1.38 -4.01 3.24
N -1.39 -5.32 3.22
C -2.30 -0.26 1.91
C -3.87 -0.24 2.42
C -4.95 0.20 1.24
C -5.58 1.72 1.52
O -6.56 1.74 2.62
C -7.95 1.63 2.13
H 11.36 -0.17 2.61
H 11.09 1.65 3.15
H 10.01 0.21 3.92
H 8.73 1.64 1.81
H 10.04 0.81 0.73
H 8.98 -1.39 2.61
H 8.73 -1.33 0.73
H 6.51 -1.42 2.59
H 6.73 0.45 2.68
H 5.92 0.72 0.26
H 6.71 -0.95 -0.30
H 4.40 -1.38 1.88
H 4.56 -2.14 0.15
H 3.21 0.76 1.01
H 3.74 0.36 -0.79
H 2.10 -2.06 -0.22
H 1.43 -0.50 -1.06
H 0.41 0.41 1.09
H 1.39 -0.80 2.16
H 0.24 -2.90 1.14
H -0.54 -1.85 -0.27
H -0.26 -2.05 3.70
H -2.17 -2.00 4.10
H -2.21 0.31 0.87
H -1.71 0.42 2.69
H -3.99 0.58 3.27
H -4.24 -1.25 2.90
H -5.83 -0.58 1.10
H -4.38 0.25 0.22
H -6.05 2.09 0.49
H -4.68 2.45 1.74
H -8.21 0.48 2.06
H -8.15 2.16 1.10
H -8.73 2.09 2.91
C -3.18 -1.57 -2.58
O -3.01 -0.96 -3.86
C -3.53 0.29 -3.96
O -4.11 0.89 -3.07
O -3.30 0.74 -5.21
C -3.80 2.06 -5.46
H -2.72 -2.57 -2.62
H -2.67 -0.99 -1.80
H -4.24 -1.69 -2.35
H -3.32 2.79 -4.80
H -4.89 2.09 -5.34
H -3.56 2.32 -6.49
C -0.44 2.29 7.54
O -0.85 1.10 6.88
C -1.73 0.34 7.59
O -2.16 0.59 8.70
O -2.04 -0.75 6.84
C -2.96 -1.65 7.47
H 0.26 2.81 6.89
H -1.29 2.94 7.73
H 0.08 2.05 8.48
H -3.91 -1.15 7.65
H -2.54 -2.05 8.40
H -3.13 -2.48 6.78
C -0.72 1.50 -7.13
O -0.54 2.91 -7.08
C 0.08 3.44 -8.18
O 0.46 2.81 -9.15
O 0.18 4.78 -8.00
C 0.81 5.46 -9.08
H -1.22 1.19 -6.21
H -1.36 1.22 -7.98
H 0.25 0.99 -7.19
H 0.24 5.34 -10.00
H 1.84 5.11 -9.21
H 0.85 6.53 -8.83
C 6.37 -6.67 2.40
O 7.72 -7.01 2.12
C 8.47 -5.98 1.64
O 8.08 -4.84 1.44
O 9.73 -6.44 1.41
C 10.63 -5.46 0.91
H 5.87 -7.56 2.77
H 6.32 -5.89 3.17
H 5.85 -6.34 1.49
H 10.75 -4.64 1.62
H 10.29 -5.09 -0.06
H 11.60 -5.94 0.77
C -7.52 2.31 -3.43
O -8.75 2.99 -3.72
C -8.62 4.02 -4.60
O -7.58 4.38 -5.13
O -9.85 4.57 -4.78
C -9.87 5.67 -5.68
H -7.74 1.51 -2.72
H -7.11 1.86 -4.34
H -6.80 2.99 -2.97
H -9.55 5.35 -6.68
H -9.24 6.49 -5.31
H -10.90 6.03 -5.75
*
```

Calculated values
**E_LUMO**: 0.289 eV
**Structure (SMILES)**: CCCCCCCCCC[C@@](C#N)(CC#N)CCCCOC.COC(=O)OC.COC(=O)OC.COC(=O)OC.COC(=O)OC.COC(=O)OC
**HOMO level**: -9.82 eV
**Frontier orbital gap**: 10.1 eV
**Energy above the lowest of the compared OMol25 structures with the same formula, charge and spin**: 928.3 kJ/mol



(3)
The ion C4H10N2O2 with charge +1. Source: OMol25; level of theory: ωB97M-V/def2-TZVPD.

Structure (ORCA input):
```
! wB97M-V def2-TZVPD RIJCOSX def2/J DEFGRID3
* xyz 1 2
N 0.80 -0.79 1.68
C 0.78 -0.27 0.35
C -0.06 -1.15 -0.70
C -0.05 -0.54 -2.08
O -1.27 -1.53 -0.17
C 0.05 1.10 0.38
N 0.88 2.14 0.10
O -1.12 1.17 0.66
H 0.90 -1.80 1.57
H 0.04 -0.48 2.28
H 1.83 -0.22 0.04
H 0.49 -2.11 -0.75
H -0.29 -1.31 -2.80
H -0.76 0.25 -2.32
H 0.99 -0.23 -2.26
H -1.84 -0.75 -0.07
H 1.81 1.93 -0.18
H 0.50 3.06 0.27
*
```

Calculated values
**E_LUMO (spin up / spin down)**: -3.121 / -8.824 eV
**HOMO level (spin up / spin down)**: -15.12 / -14.99 eV
**Frontier orbital gap (spin up / spin down)**: 12.0 / 6.2 eV
**Energy above the lowest of the compared OMol25 structures with the same formula, charge and spin**: 141.3 kJ/mol



| no. | E_tot (Ha) |
| --- | --- |
| 1 | -2985.18164 |
| 2 | -2646.85081 |
| 3 | -418.08407 |